1.
The following is a quantum chemistry calculation of an isolated molecule of C4H7NO2S, from the Open Molecules 2025 dataset.

Each line ends with the Mulliken charge.
Geometry (Å):
C -1.9862 -0.2049 -0.1725  -1.02
C -0.6497 0.3346 -0.5142  0.03
S 0.0557 1.8168 0.3686  -0.12
N 1.7042 1.3224 0.3372  -0.19
C 1.8380 0.0226 -0.0513  0.25
O 2.8403 -0.5368 -0.3416  -0.54
C 0.4441 -0.7263 -0.1327  -0.21
O 0.2109 -1.3660 1.1293  -0.55
H -2.9409 0.2958 -0.6165  0.31
H -2.1332 -1.2629 -0.5642  0.30
H -2.0692 -0.1956 1.0012  0.25
H -0.4674 0.6700 -1.5249  0.40
H 2.3847 2.0767 0.0989  0.31
H 0.4174 -1.5638 -0.9140  0.39
H 0.3512 -0.6825 1.8969  0.41

Its highest occupied orbital energy is -8.739 eV. The spin multiplicity is 1. Its net charge is 0. For the energy above the lowest of the compared OMol25 structures with the same formula, charge and spin, the calculation gives 48.06 kcal/mol. The SMILES is C[C@H]1SNC(=O)[C@H]1O.


2.
The following is a quantum chemistry calculation of a cluster of 9 separate species, H18O9 in total, from the Open Molecules 2025 dataset.

Each line ends with the Mulliken charge.
Geometry (Å):
O 0.8593 -2.7225 2.4465  -0.69
H 0.7813 -2.8015 3.3915  0.33
H -0.0327 -2.7145 2.0225  0.39
O 1.6753 -1.0955 -1.1725  -0.63
H 2.4863 -1.1265 -1.7345  0.28
H 1.9093 -0.5715 -0.4435  0.36
O -1.4247 -2.9055 0.7085  -0.68
H -1.5187 -3.8435 0.9055  0.31
H -2.3067 -2.4945 0.7695  0.32
O -2.4177 2.2395 -0.3105  -0.62
H -1.6057 1.7055 -0.1935  0.35
H -2.1997 2.9015 -0.9415  0.30
O 0.4653 1.8435 -2.4425  -0.53
H 0.6363 2.3485 -1.6995  0.26
H 1.0053 2.3095 -3.0585  0.25
O -2.1307 1.3075 -3.9365  -0.62
H -1.6587 0.6705 -3.3835  0.31
H -1.4587 1.6545 -4.5375  0.30
O 2.3993 -0.4655 1.9245  -0.69
H 1.7233 -1.0165 2.3135  0.27
H 1.8883 0.3615 1.9935  0.45
O -0.3127 0.3665 -0.0245  -0.57
H -0.4557 -0.5205 0.2515  0.30
H -0.0047 0.2885 -0.9755  0.26
O 0.8483 1.4945 2.4585  -0.64
H 0.8303 1.7615 3.3905  0.29
H 0.0183 1.0245 2.2775  0.33

Its highest occupied orbital energy is -10.138 eV. The spin multiplicity is 1. Its net charge is 0. For the energy above the lowest of the compared OMol25 structures with the same formula, charge and spin, the calculation gives 59.65 kcal/mol. The SMILES is O.O.O.O.O.O.O.O.O.


3.
The following is a quantum chemistry calculation of a cluster of 2 separate species, CH3NO2S in total, from the Open Molecules 2025 dataset.

Each line ends with the Mulliken charge.
Geometry (Å):
C -0.8718 -0.4319 -0.1992  -0.36
N 0.3442 1.6347 0.2218  0.39
O 1.3979 1.0970 0.0117  -0.42
O -0.7973 1.0006 0.1141  -0.20
S 2.4582 -1.5369 0.3254  0.01
H -0.9415 -0.7954 0.7791  0.31
H 0.1607 -0.6664 -0.4430  0.00
H -1.7505 -0.3017 -0.8099  0.27

Its highest occupied orbital energy (spin up / spin down) is -9.949 / -9.944 eV. The spin multiplicity is 1. Its net charge is 0. For the energy above the lowest of the compared OMol25 structures with the same formula, charge and spin, the calculation gives 146.30 kcal/mol.


4.
The following is a quantum chemistry calculation of a cluster of 2 separate species, C3H8O2S in total, from the Open Molecules 2025 dataset.

Each line ends with the Mulliken charge.
Geometry (Å):
O -1.6564 -0.8930 -1.0351  -0.45
C -0.9713 0.0912 -1.1191  -0.08
C 0.5095 0.0643 -1.3466  -0.58
C 1.1531 0.1206 0.0435  -0.53
S 2.8652 0.6749 -0.0535  -0.24
H -1.3927 1.0907 -0.8876  0.39
H 0.7813 -0.8462 -1.8721  0.31
H 0.8261 0.9105 -1.9576  0.39
H 1.1580 -0.8995 0.4257  0.31
H 0.5204 0.6290 0.7794  0.35
H 3.1786 0.4424 1.2268  0.13
O -2.0014 -0.4633 2.1571  -0.62
H -2.3464 0.2610 1.6270  0.30
H -2.6239 -1.1827 2.0121  0.32

Its highest occupied orbital energy is -9.291 eV. The spin multiplicity is 1. Its net charge is 0. For the energy above the lowest of the compared OMol25 structures with the same formula, charge and spin, the calculation gives 22.18 kcal/mol. The SMILES is O=CCCS.O.


5.
The following is a quantum chemistry calculation of a structure of composition C5H12InO5, from the Open Molecules 2025 dataset.

Each line ends with the Mulliken charge.
Geometry (Å):
In -18.2884 20.6768 19.6213  0.84
C -17.5988 16.7875 20.8668  -0.59
O -18.3968 17.9509 20.8030  -0.24
H -16.7313 16.7891 21.5268  0.28
H -18.1381 15.8756 21.1231  0.26
H -17.1324 16.5615 19.9079  0.29
C -19.6261 24.5954 20.8633  -0.85
O -19.4666 23.2364 20.5326  -0.73
H -19.6370 25.3300 20.0580  0.27
H -20.5360 24.8439 21.4096  0.22
H -18.7946 24.9858 21.4501  0.27
C -23.1290 22.3397 19.1537  -0.57
O -23.4286 21.0052 19.4186  -0.30
C -22.4098 20.0766 19.7015  0.58
O -21.2067 20.2158 19.5648  -0.44
O -23.0517 18.8984 20.0197  -0.29
C -22.2925 17.7724 20.2856  -0.57
H -24.0817 22.8659 19.0937  0.24
H -22.6515 22.5540 18.1976  0.28
H -22.5189 22.7913 19.9359  0.28
H -21.5192 18.0228 21.0118  0.26
H -21.7935 17.4382 19.3760  0.27
H -22.8947 17.0020 20.7672  0.25

Its highest occupied orbital energy (spin up / spin down) is -6.460 / -6.437 eV. The spin multiplicity is 2. Its net charge is 0. As for the expectation value of S²: 0.755.


no.,F_max (eV/Å)
1,3.4
2,3.3
3,2.9
4,1.2
5,3.8